238
Properties=species:S:1:pos:R:3:forces:R:3:lowdin_spin:R:1 method="wB97M-V/def2-TZVPD" homo_energy_ev="-13.48 / -19.04" total_charge=+6 lumo_energy_ev="-9.99 / -10.02" multiplicity=2 homo_lumo_gap_ev="3.5 / 9.0"
As -11.808 -17.518 6.771 -1.9 -1.0 0.8 0.181
F -10.412 -17.515 7.884 1.6 -0.1 1.2 0.110
F -12.080 -15.772 7.195 -0.2 1.7 0.3 0.103
F -13.255 -17.332 5.630 -1.0 0.1 -1.1 0.110
F -13.012 -18.093 8.064 -0.5 -0.1 1.0 0.123
F -10.753 -17.056 5.422 1.5 0.6 -2.0 0.104
F -11.620 -19.309 6.406 0.5 -1.1 -0.5 0.120
O -9.874 -23.543 8.368 -0.9 -0.2 0.7 0.000
O -16.926 -18.828 7.944 -0.8 -0.1 1.5 0.001
O -12.026 -11.465 3.825 0.0 0.0 -0.6 0.000
O -6.464 -18.901 7.600 -0.2 1.6 0.0 0.001
O -15.422 -14.021 8.944 0.8 1.2 0.2 0.002
N -17.338 -12.634 7.017 0.7 0.1 -0.6 0.000
N -12.904 -14.028 2.527 -2.7 -2.6 -0.7 0.001
N -19.265 -18.607 6.034 1.0 -0.9 -0.1 0.000
N -10.092 -19.841 1.007 -0.5 2.0 -1.0 0.000
N -5.139 -13.597 5.502 -1.6 0.8 -1.0 0.000
N -11.890 -21.847 10.070 -1.3 -0.6 -1.0 0.000
N -6.358 -17.707 10.411 1.5 0.8 1.1 0.000
N -11.090 -8.679 7.699 -0.4 0.5 1.9 0.000
C -13.263 -14.645 3.924 1.7 0.7 -0.4 0.006
C -5.760 -17.007 11.701 -0.9 0.6 -2.0 0.000
C -18.417 -13.770 6.838 0.4 1.7 0.1 0.000
C -11.391 -14.103 2.291 0.5 1.3 0.7 0.001
C -14.507 -22.363 10.058 0.4 0.6 -0.2 0.000
C -10.189 -20.668 -0.292 2.6 -0.8 0.3 0.000
C -15.548 -14.476 7.651 0.3 1.2 -0.6 0.004
C -5.398 -17.354 9.191 -2.4 1.1 -0.2 0.000
C -15.148 -15.034 9.850 -1.5 -1.2 1.5 0.002
C -11.974 -20.931 11.310 -0.7 0.8 -1.3 0.000
C -6.526 -14.265 5.231 1.6 -0.1 1.1 0.000
C -10.093 -7.567 8.055 0.3 1.0 -0.8 0.000
C -8.611 -22.023 -1.987 -1.1 -0.5 1.1 0.000
C -10.494 -10.110 7.831 -0.3 1.7 -0.5 0.000
C -11.497 -19.646 1.558 0.7 -0.9 0.4 0.001
C -13.697 -12.685 2.410 1.8 0.7 0.1 0.000
C -10.428 -22.343 7.944 -0.3 0.6 0.7 0.002
C -13.785 -14.491 -0.014 1.7 0.1 1.1 0.000
C -10.665 -15.468 2.368 -1.4 0.1 -0.5 0.004
C -17.533 -12.037 8.434 -0.2 -0.6 -0.8 0.000
C -19.781 -19.634 7.078 -0.2 -1.5 -0.4 0.000
C -12.272 -8.557 8.716 -0.2 -0.4 -1.8 0.000
C -11.418 -6.847 6.154 -1.6 1.5 0.0 0.000
C -10.459 -12.375 6.889 0.3 -0.2 0.7 0.004
C -11.464 -8.328 6.240 -0.1 -1.8 1.2 0.000
C -11.630 -23.265 10.548 -0.4 0.5 0.3 0.000
C -4.961 -19.730 11.035 -0.8 -0.4 0.4 0.000
C -4.371 -14.417 6.515 0.1 0.0 0.1 0.000
C -20.125 -17.678 3.730 0.7 -0.9 0.5 0.000
C -15.911 -13.249 6.792 -1.0 -0.8 -0.3 0.001
C -9.857 -24.488 7.334 1.6 -0.2 -0.8 0.000
C -8.735 -20.899 -0.933 -0.7 1.1 -0.5 0.000
C -11.322 -19.510 3.058 -0.4 -0.1 0.7 0.004
C -4.250 -13.668 4.250 0.0 1.7 -0.8 0.000
C -11.431 -10.529 2.931 0.4 0.5 0.3 0.000
C -12.238 -19.404 10.976 1.1 -1.7 0.7 0.003
C -5.470 -12.122 5.922 0.5 -2.0 -0.4 0.000
C -9.888 -19.896 3.374 1.0 0.9 0.1 0.003
C -17.783 -18.823 5.634 -0.6 -0.5 1.4 0.001
C -7.505 -14.268 6.445 0.4 0.0 -1.3 0.001
C -10.561 -6.266 7.299 1.4 -1.5 -0.8 0.000
C -19.464 -17.200 6.634 -1.0 -1.3 -0.6 0.000
C -11.386 -11.225 7.282 0.4 -0.1 -0.7 0.001
C -9.500 -18.396 0.732 0.2 -1.5 0.7 0.000
C -13.670 -14.997 1.470 -1.7 1.1 -0.7 0.001
C -6.056 -17.553 7.751 1.3 -1.3 1.6 0.001
C -3.191 -15.015 5.734 0.3 -0.4 0.8 0.000
C -6.754 -19.202 6.253 0.2 -1.3 -0.3 0.002
C -7.763 -17.193 10.166 -0.7 -0.1 -0.8 0.003
C -19.956 -21.112 6.557 -0.2 0.7 -0.6 0.000
C -20.117 -18.886 4.764 -1.6 2.1 -0.6 0.000
C -8.786 -17.037 11.312 0.4 0.7 -0.2 0.002
C -13.392 -11.710 3.550 0.3 -0.1 0.8 0.000
C -17.589 -11.931 4.474 0.9 1.1 0.9 0.000
C -19.890 -13.259 6.789 1.4 -0.3 0.6 0.000
C -15.856 -18.818 8.897 0.2 -0.5 0.7 0.003
C -16.730 -18.360 6.680 0.5 0.5 -2.1 0.003
C -8.649 -15.096 5.904 -1.4 -0.4 0.9 0.005
C -3.540 -14.963 4.283 -0.6 -0.3 -0.3 0.000
C -9.344 -20.555 2.142 0.3 -0.2 -0.8 0.000
C -6.374 -19.188 10.720 0.5 0.1 -1.0 0.000
C -13.246 -21.844 9.246 -0.1 -1.0 0.5 0.001
C -17.465 -11.518 5.936 -1.3 -0.3 1.1 0.000
C -10.775 -21.431 9.124 -0.1 0.5 0.5 0.002
H -15.078 -19.545 8.663 -0.1 0.0 -0.4 0.002
H -10.878 -20.227 -1.012 0.0 0.2 0.3 0.000
H -10.559 -21.615 0.102 -0.2 -0.1 -0.4 0.000
H -16.665 -17.275 6.605 0.1 0.4 0.4 0.001
H -20.883 -17.648 2.947 -0.4 -0.9 0.4 0.000
H -8.899 -17.891 11.980 0.1 0.1 -0.1 0.000
H -9.745 -16.801 10.851 -0.1 -0.7 -0.5 0.002
H -14.354 -23.297 10.600 0.6 0.3 0.2 0.000
H -7.880 -13.289 6.745 0.1 0.3 -0.6 0.000
H -11.925 -20.622 1.330 -0.7 0.4 0.0 0.000
H -9.948 -21.286 9.818 0.4 -0.1 -0.3 0.000
H -11.909 -10.946 6.367 0.1 0.4 0.0 0.000
H -9.959 -7.335 9.112 -0.4 -0.8 0.1 0.000
H -19.035 -17.099 7.631 0.3 -0.5 -0.2 0.000
H -10.166 -10.239 8.862 -0.3 -0.1 0.1 0.000
H -16.596 -12.194 4.109 -0.3 -0.7 -0.3 0.000
H -7.065 -19.242 11.561 0.2 -0.5 0.0 0.000
H -9.133 -7.873 7.640 0.0 -0.1 0.1 0.000
H -19.140 -19.716 7.956 0.2 0.8 -0.3 0.000
H -11.300 -19.002 10.591 -0.3 0.1 -0.8 0.001
H -9.764 -12.136 6.084 -0.4 0.2 -0.4 0.000
H -8.285 -20.424 1.917 0.0 0.2 0.4 0.000
H -15.319 -17.904 9.152 -0.3 0.6 -1.0 0.002
H -9.589 -15.360 2.228 0.0 0.6 0.4 0.000
H -9.354 -25.379 7.710 -0.3 0.0 0.0 0.000
H -20.549 -17.184 6.741 0.0 0.6 0.0 0.000
H -11.276 -10.881 1.911 0.0 -0.3 0.0 0.000
H -18.217 -14.439 7.675 -0.3 0.1 0.0 0.000
H -12.411 -8.825 6.030 -0.3 0.4 0.1 0.000
H -10.778 -8.882 5.599 0.5 0.3 0.1 0.000
H -4.678 -17.053 11.583 -0.2 -0.1 0.6 0.000
H -9.706 -21.808 7.328 0.1 0.4 -0.1 0.001
H -12.418 -6.443 6.312 -0.2 -0.2 -0.2 0.000
H -16.266 -15.294 7.602 -0.3 -0.1 -0.3 0.000
H -8.446 -19.967 -1.418 -0.1 0.2 -0.1 0.000
H -2.995 -16.064 5.956 0.4 0.3 0.8 0.000
H -8.428 -18.550 0.606 -0.2 0.2 -0.6 0.000
H -4.979 -20.794 11.270 -0.6 0.0 0.3 0.000
H -19.929 -19.856 4.305 0.9 0.3 0.2 0.000
H -10.788 -24.722 6.818 -0.5 0.1 0.6 0.000
H -13.307 -20.890 8.722 -0.3 0.5 0.8 0.002
H -7.681 -22.047 -2.556 0.0 0.2 0.4 0.000
H -11.158 -13.566 1.372 -0.3 -0.2 -0.2 0.000
H -7.095 -14.595 7.401 0.4 -0.7 -0.3 0.000
H -4.752 -13.434 3.311 -0.6 -0.1 0.3 0.000
H -15.793 -18.741 6.274 0.4 0.1 -0.2 0.003
H -16.010 -15.698 9.779 -0.2 -0.5 0.3 0.000
H -11.026 -21.056 11.832 -0.1 -0.1 0.1 0.000
H -19.205 -17.732 3.148 0.2 0.5 0.2 0.000
H -14.717 -14.966 1.773 0.1 0.0 0.7 0.001
H -16.698 -11.414 8.753 0.2 -0.4 -0.2 0.000
H -11.067 -20.460 8.725 0.0 0.1 -0.1 0.003
H -12.023 -20.199 3.530 0.0 0.3 0.3 0.002
H -6.214 -17.401 12.610 0.4 -0.5 -0.2 0.000
H -9.411 -15.274 6.663 -0.1 0.0 0.1 0.004
H -12.930 -9.377 8.430 0.0 -0.1 0.5 0.000
H -18.425 -11.412 8.469 0.0 -0.1 -0.4 0.000
H -14.130 -13.457 -0.034 0.0 -0.2 -0.2 0.000
H -7.224 -20.180 6.351 0.1 0.0 -0.6 0.000
H -12.356 -23.499 11.326 0.0 0.0 -0.2 0.000
H -17.699 -12.913 9.061 0.4 0.4 0.3 0.000
H -11.002 -13.295 6.677 0.1 0.0 0.0 0.004
H -18.363 -10.958 6.199 -0.2 -0.3 0.2 0.000
H -13.470 -12.184 1.469 0.4 -0.3 -0.1 0.000
H -5.234 -17.356 7.063 0.3 0.1 -0.2 0.000
H -10.638 -23.295 10.999 0.0 -0.1 -0.3 0.000
H -13.062 -22.489 8.387 0.1 -0.5 0.4 0.000
H -9.193 -14.574 5.116 0.2 0.1 -0.2 0.001
H -12.802 -21.379 11.860 0.2 0.2 0.3 0.000
H -12.952 -15.690 3.934 -1.0 -0.2 -0.1 0.005
H -7.686 -16.249 9.626 0.3 0.3 0.3 0.001
H -8.742 -22.942 -1.417 0.4 -0.4 -0.3 0.000
H -5.873 -12.198 6.932 0.3 0.3 -0.1 0.000
H -19.122 -16.419 5.955 0.0 -0.3 0.0 0.000
H -10.939 -16.098 1.523 -0.4 -0.1 0.1 0.000
H -20.240 -12.845 7.735 0.1 -0.5 0.2 0.000
H -11.481 -18.509 3.460 -0.4 -0.1 -0.1 0.003
H -14.926 -21.602 10.716 0.4 0.0 0.3 0.000
H -14.262 -14.336 4.232 -0.1 -0.7 -0.5 0.002
H -2.630 -14.990 3.685 -0.3 0.1 -0.2 0.000
H -6.974 -13.890 4.311 0.1 0.7 0.3 0.000
H -12.785 -14.555 -0.444 0.0 0.3 -0.4 0.000
H -2.344 -14.344 5.877 0.3 -0.5 0.2 0.000
H -3.495 -12.888 4.345 -0.1 0.2 0.3 0.000
H -12.302 -18.866 11.922 -0.6 -0.2 0.1 0.000
H -15.162 -12.457 6.779 -0.2 0.2 0.9 0.000
H -9.759 -20.423 4.319 -0.1 -0.2 -0.3 0.002
H -20.284 -16.725 4.234 0.4 0.0 0.0 0.000
H -4.225 -19.761 10.231 -0.2 0.8 -0.1 0.000
H -11.011 -13.481 3.101 0.1 0.1 -0.1 0.000
H -9.289 -18.987 3.439 -0.1 0.3 0.6 0.002
H -6.211 -15.268 4.944 -0.4 -0.3 0.4 0.000
H -12.042 -18.803 1.134 0.3 -0.3 -0.5 0.000
H -8.219 -17.825 9.405 0.2 -0.4 0.0 0.003
H -5.007 -15.193 6.942 -0.2 0.2 -0.2 0.000
H -15.871 -13.558 5.747 -0.6 -0.2 -0.1 0.001
H -17.704 -18.340 4.661 0.5 0.2 0.3 0.001
H -8.686 -16.106 11.869 0.8 -0.2 0.5 0.000
H -13.774 -12.063 4.507 -0.2 -0.3 0.0 0.000
H -16.295 -19.084 9.859 -0.3 -0.4 -0.2 0.000
H -17.764 -10.947 4.037 -0.3 -0.1 -0.5 0.000
H -9.676 -5.839 6.827 0.1 0.1 0.3 0.000
H -9.778 -12.550 7.721 -0.1 -0.4 0.3 0.001
H -12.864 -7.658 8.544 0.5 0.2 -0.1 0.000
H -9.214 -24.054 6.568 0.2 -0.3 -0.5 0.000
H -10.885 -15.969 3.311 0.2 -0.2 0.0 0.004
H -10.034 -17.913 -0.086 0.3 -0.6 -0.3 0.000
H -11.192 -6.555 5.128 0.5 0.2 0.2 0.000
H -9.582 -9.987 7.247 0.0 -0.4 -0.2 0.000
H -19.214 -21.437 5.828 0.4 0.2 0.2 0.000
H -13.110 -19.270 10.336 0.3 0.3 0.0 0.002
H -16.693 -10.771 6.122 0.4 -0.4 -0.1 0.000
H -6.126 -15.983 11.620 0.4 0.1 0.0 0.000
H -14.775 -12.842 2.382 0.1 -0.7 0.1 0.000
H -12.594 -14.244 4.685 0.2 0.5 -0.1 0.004
H -11.314 -22.471 7.321 -0.1 -0.2 -0.1 0.001
H -10.472 -10.252 3.368 0.1 -0.2 -0.1 0.000
H -20.402 -14.198 6.577 -0.7 0.5 -0.2 0.000
H -14.290 -15.701 9.757 0.6 0.6 -0.7 0.002
H -4.614 -19.237 11.943 0.4 -0.1 -0.2 0.000
H -15.205 -14.619 10.856 0.3 0.1 -0.1 0.000
H -13.431 -16.059 1.527 0.9 0.4 0.4 0.001
H -15.390 -22.661 9.491 0.4 0.3 -1.0 0.000
H -20.769 -19.254 7.340 0.1 0.0 0.2 0.000
H -13.880 -10.751 3.379 -0.3 0.0 -0.4 0.000
H -5.838 -19.256 5.663 0.4 -0.4 0.1 0.000
H -18.423 -12.594 4.245 0.4 0.0 -0.1 0.000
H -9.484 -21.636 2.155 -0.6 0.0 -0.6 0.000
H -20.898 -21.254 6.026 -0.1 0.2 0.2 0.000
H -4.099 -13.736 7.322 0.3 -0.2 0.0 0.000
H -4.377 -17.708 9.328 -0.5 -0.8 0.0 0.000
H -4.548 -11.545 5.844 -0.3 0.1 0.1 0.000
H -7.383 -18.555 5.641 -0.6 0.6 0.8 0.001
H -4.216 -15.755 3.961 0.2 -0.3 0.0 0.000
H -11.992 -9.596 2.862 -0.4 0.0 0.1 0.000
H -8.449 -16.107 5.548 0.5 0.1 0.0 0.003
H -7.977 -21.019 -0.160 -0.2 -0.3 0.2 0.000
H -14.434 -15.091 -0.652 -0.1 -0.2 0.5 0.000
H -21.147 -19.006 5.100 0.0 0.2 0.4 0.000
H -6.268 -11.831 5.240 0.4 0.4 0.0 0.000
H -11.961 -8.597 9.760 0.4 -0.2 -0.3 0.000
H -12.170 -11.585 7.948 0.3 0.1 0.4 0.001
H -10.968 -5.483 7.938 -0.5 -0.4 -0.2 0.000
H -18.141 -14.305 5.929 0.0 0.2 -0.1 0.000
H -5.293 -16.273 9.282 -0.1 0.2 0.1 0.000
H -9.439 -22.053 -2.695 0.0 0.4 -0.1 0.000
H -14.593 -14.860 7.292 0.2 -0.2 -0.3 0.004
H -20.067 -12.432 6.102 0.0 -0.6 -0.6 0.000
H -6.828 -19.589 9.814 0.1 -0.5 0.3 0.000
H -19.955 -21.848 7.360 0.1 0.4 0.2 0.000
H -6.852 -16.855 7.493 -0.3 0.0 0.4 0.001
H -17.618 -19.892 5.496 -0.5 0.0 -0.1 0.000
H -11.728 -23.938 9.697 0.2 0.1 0.3 0.000
H -9.593 -17.712 1.575 -0.3 -0.7 0.4 0.000